{"formula": "C33H26Br2F3N2O11P", "method": "ωB97M-V/def2-TZVPD", "gap_ev": 6.90, "energy_ha": -7999.1889, "smiles": "NP(O)c1ccc2c(c1CCOC=O)C(=O)N(CC[C@](F)(Br)C(F)(F)Br)C2=O.O=C1C=CC(=O)C=C1.O=C1C=CC(=O)C=C1.O=C1C=CC(=O)C=C1", "homo_energy_ev": -8.58, "max_force_ev_per_a": 0.9, "symbols": ["N", "P", "O", "C", "C", "C", "C", "C", "C", "C", "C", "O", "C", "O", "C", "O", "N", "C", "C", "C", "F", "Br", "C", "F", "F", "Br", "C", "O", "H", "H", "H", "H", "H", "H", "H", "H", "H", "H", "H", "H", "H", "H", "C", "C", "C", "O", "C", "C", "C", "O", "H", "H", "H", "H", "C", "C", "C", "O", "C", "C", "C", "O", "H", "H", "H", "H", "C", "C", "C", "O", "C", "C", "C", "O", "H", "H", "H", "H"], "coordinates": [[5.33535, 4.19645, 1.31127], [6.22044, 2.80253, 1.79321], [7.08615, 2.63239, 0.41620], [4.81623, 1.62893, 1.53120], [3.95060, 1.84646, 0.44233], [2.85642, 1.03550, 0.19901], [2.64679, 0.00092, 1.08521], [3.49914, -0.23972, 2.15176], [4.61710, 0.55400, 2.40229], [5.52587, 0.23216, 3.56182], [6.53911, -0.83945, 3.18321], [7.39892, -0.37820, 2.12779], [7.23010, -0.95939, 0.92699], [7.48284, -0.40437, -0.09936], [2.96170, -1.41147, 2.88769], [3.52560, -2.13722, 3.66313], [1.57913, -1.59548, 2.47764], [0.70663, -0.94621, 3.50024], [-0.55860, -0.31417, 2.92925], [-0.50826, 1.21551, 2.81691], [0.77476, 1.68577, 2.82647], [-1.40663, 2.02353, 4.36039], [-1.16320, 1.77479, 1.52965], [-1.38329, 3.09402, 1.63951], [-0.30254, 1.61559, 0.50819], [-2.84269, 0.93601, 1.09738], [1.54991, -1.01292, 1.15484], [0.83194, -1.36973, 0.26582], [5.93200, 5.01624, 1.36250], [4.57584, 4.34345, 1.97049], [7.90381, 2.17938, 0.65836], [4.14376, 2.68937, -0.20763], [2.17729, 1.20104, -0.62539], [4.95736, -0.16634, 4.40079], [6.08419, 1.12410, 3.84467], [6.01326, -1.74332, 2.86354], [7.15829, -1.10808, 4.03818], [6.87441, -2.00133, 0.95130], [1.27768, -0.23359, 4.10315], [0.39421, -1.73081, 4.18392], [-1.36750, -0.55054, 3.61614], [-0.85454, -0.76806, 1.98372], [-1.33682, -6.74349, 5.08491], [-1.56705, -5.60543, 4.43642], [-0.45056, -4.71594, 4.03210], [-0.64781, -3.67467, 3.44296], [0.93113, -5.13936, 4.37248], [1.16008, -6.27787, 5.02124], [0.04507, -7.17047, 5.42826], [0.25149, -8.20823, 6.01793], [-2.13186, -7.41064, 5.39259], [-2.56365, -5.27353, 4.17426], [1.72519, -4.46916, 4.06260], [2.15682, -6.60963, 5.28244], [-4.26487, 0.72580, -5.01114], [-4.93474, 0.63214, -3.86660], [-4.22369, 0.56022, -2.56558], [-4.83587, 0.47315, -1.52106], [-2.73783, 0.59832, -2.59151], [-2.06992, 0.69310, -3.73797], [-2.78234, 0.76617, -5.03863], [-2.17711, 0.86021, -6.08558], [-4.76988, 0.77368, -5.96573], [-6.01647, 0.60332, -3.83158], [-2.24380, 0.54502, -1.63012], [-0.98852, 0.72243, -3.78158], [-8.65698, 2.59514, -7.64364], [-8.81572, 3.61399, -8.48333], [-7.65085, 4.38649, -8.98561], [-7.79415, 5.31549, -9.74876], [-6.30291, 3.97563, -8.51505], [-6.14434, 2.95675, -7.67518], [-7.31007, 2.18551, -7.17345], [-7.17621, 1.25285, -6.40785], [-9.48988, 2.01765, -7.26343], [-9.78766, 3.93012, -8.83982], [-5.46900, 4.55174, -8.89505], [-5.16875, 2.64579, -7.32376]], "forces_ev_per_angstrom": [[0.095, 0.176, 0.164], [0.026, -0.010, 0.189], [0.002, 0.068, 0.110], [-0.097, 0.096, -0.228], [0.111, -0.041, 0.135], [0.027, -0.177, -0.089], [0.031, -0.282, 0.230], [0.015, 0.025, -0.263], [-0.153, -0.148, 0.103], [0.379, 0.056, -0.387], [-0.044, -0.458, 0.076], [-0.261, 0.107, 0.056], [0.018, 0.050, -0.502], [0.255, 0.003, 0.198], [-0.203, -0.167, 0.068], [-0.155, 0.207, 0.182], [0.805, 0.374, -0.216], [-0.350, -0.633, 0.272], [-0.122, -0.008, 0.279], [-0.280, -0.069, 0.170], [0.007, -0.003, -0.150], [0.116, -0.074, -0.093], [-0.130, 0.371, 0.110], [0.156, 0.035, -0.036], [-0.019, -0.249, -0.025], [-0.016, 0.008, 0.040], [0.072, 0.152, -0.091], [-0.299, 0.248, 0.196], [-0.020, 0.017, -0.039], [-0.101, 0.058, -0.122], [0.027, -0.136, -0.307], [0.059, 0.019, 0.027], [0.040, 0.045, -0.047], [-0.028, 0.152, 0.069], [-0.138, -0.028, 0.233], [0.034, -0.011, -0.015], [0.090, 0.132, -0.029], [-0.160, 0.035, 0.267], [0.013, 0.155, -0.221], [0.059, -0.050, -0.079], [-0.055, -0.014, -0.102], [0.262, 0.016, -0.058], [-0.008, 0.025, -0.013], [-0.012, -0.019, -0.002], [0.136, -0.019, -0.035], [-0.240, 0.007, 0.041], [0.040, -0.018, 0.020], [-0.009, 0.021, -0.010], [0.012, 0.007, -0.005], [-0.004, -0.011, 0.009], [0.017, -0.018, 0.010], [0.008, 0.018, -0.012], [-0.022, 0.025, -0.012], [-0.008, -0.022, 0.010], [0.036, -0.018, 0.004], [-0.013, 0.015, 0.007], [-0.027, 0.002, -0.023], [0.042, -0.018, 0.002], [-0.003, -0.007, -0.003], [-0.010, -0.004, 0.019], [-0.001, 0.001, 0.017], [0.005, 0.025, -0.009], [-0.024, -0.042, 0.003], [0.000, -0.001, 0.000], [0.009, -0.022, -0.053], [0.000, -0.007, -0.017], [-0.016, 0.026, -0.020], [-0.008, -0.024, 0.019], [0.000, 0.000, -0.001], [0.000, 0.009, -0.007], [0.011, -0.016, 0.017], [-0.004, -0.008, 0.005], [-0.063, 0.000, -0.006], [0.070, 0.039, -0.015], [0.017, -0.017, 0.014], [0.010, 0.019, -0.014], [-0.013, 0.013, -0.012], [0.000, -0.010, 0.002]]}



{"formula": "C6H13N3O2", "method": "ωB97M-V/def2-TZVPD", "gap_ev": 9.37, "energy_ha": -550.9912, "e_above_lowest_kcal_mol": 111.10, "smiles": "[H]/N=C(/N)CCCC/C=[N+](\\[O-])O", "homo_energy_ev": -8.55, "max_force_ev_per_a": 4.2, "symbols": ["C", "C", "C", "C", "C", "C", "N", "N", "N", "O", "O", "H", "H", "H", "H", "H", "H", "H", "H", "H", "H", "H", "H", "H"], "coordinates": [[-0.85042, 1.53669, 0.61400], [0.09746, 0.92914, 1.55908], [-0.23360, 1.60887, -0.84060], [-0.34736, -0.51751, 1.89838], [-0.15705, 0.44660, -1.66730], [-0.31648, -1.37155, 0.68042], [-1.35468, -1.87904, 0.08226], [0.88740, -1.88345, 0.23443], [1.00418, -0.03290, -1.88915], [2.02999, 0.28989, -1.36228], [0.91421, -1.14954, -2.69220], [-1.79711, 0.88717, 0.60724], [-0.92466, 2.59021, 0.88387], [1.08905, 0.80231, 1.12321], [0.11454, 1.65703, 2.44033], [-0.86500, 2.28748, -1.37401], [0.83721, 1.95369, -0.79447], [0.31375, -1.01499, 2.81812], [-1.31985, -0.54932, 2.45542], [-1.11877, 0.05463, -2.19659], [-2.25676, -1.63916, 0.51888], [1.73973, -1.50351, -3.03922], [0.80124, -1.88970, -0.72319], [1.71298, -1.61304, 0.66337]], "forces_ev_per_angstrom": [[-0.411, -0.377, -2.517], [0.623, -0.711, 2.356], [0.392, 1.408, 1.605], [1.063, -0.482, 4.013], [-3.283, -1.161, -1.567], [-1.768, -2.599, 0.509], [0.196, 0.845, 0.571], [-2.027, 0.333, 1.708], [-2.477, -0.823, -0.858], [3.668, 0.357, 0.647], [-0.709, -1.473, -1.070], [0.872, 1.646, -0.080], [-0.989, -0.148, -0.038], [0.168, 0.548, 0.176], [0.445, -1.604, -0.652], [-0.195, 0.892, -0.432], [-1.271, 0.388, 0.260], [-0.965, 1.189, -2.627], [0.364, 0.195, -1.146], [2.435, 0.366, 0.929], [0.740, 0.360, -0.199], [0.769, 0.790, 0.428], [0.742, -0.841, -2.472], [1.618, 0.900, 0.454]]}